Record 1
DFT (wB97M-V/def2-TZVPD) results for a 2-piece molecular cluster, C2H11N2Si overall.

```
16
Properties=species:S:1:pos:R:3:forces:R:3:nbo_charge:R:1
C -1.966451 1.046466 0.712817 -0.0251 -1.0729 -0.5727 -0.6971
C -1.129317 0.314237 -0.197886 0.5946 1.3329 -1.8348 0.3892
N 1.295788 -0.327679 0.718854 -0.4781 -1.1668 1.8713 -1.3085
N -1.504129 -0.759093 -0.764645 -0.4282 -2.5297 0.5998 -0.6382
Si 2.387003 -0.405424 -0.610530 1.8083 -0.1523 -0.0226 1.0577
H -2.927976 0.615085 0.869226 -0.6720 -0.2447 0.2752 0.2429
H -1.988776 1.986435 0.266382 -0.5772 2.0371 -0.4066 0.2696
H -1.401350 1.134927 1.584912 0.7189 0.3198 1.8585 0.2815
H -0.348749 0.885239 -0.688507 0.5102 -0.4954 0.4682 0.2328
H 1.680557 0.347429 1.365803 -0.2045 0.0853 0.6325 0.3946
H -0.879191 -1.450158 -1.201654 -0.2240 0.9756 -0.3927 0.4510
H 1.267820 -1.260040 1.247421 0.0385 1.8025 -0.9429 0.4114
H -2.356276 -1.165560 -0.384598 0.1064 -0.2394 -0.1870 0.4141
H 3.852120 -0.666212 0.008579 -1.6666 -0.3608 -1.1616 -0.1161
H 2.556059 0.800453 -1.400997 -0.0945 0.7675 0.1775 -0.1732
H 1.462866 -1.096111 -1.525177 0.5934 -1.0585 -0.3621 -0.2118
```
Positions in Å, forces in eV/Å.

Energy above the lowest of the compared OMol25 structures with the same formula, charge and spin in eV: 0.6912
Frontier orbital gap in eV: 9.7275
E_HOMO in eV: -14.043
Total energy in eV: -13102.3936
E_LUMO in hartree: -0.1586
Molecular weight in g/mol: 91.2
Total charge: +1



Record 2
DFT (wB97M-V/def2-TZVPD) results for C42H22Br2N9ORu as an isolated structure.

```
77
Properties=species:S:1:pos:R:3:forces:R:3:mulliken_spin:R:1
Ru 0.079747 -0.287431 0.665118 0.1779 -1.1401 0.7856 0.3230
C -0.966537 5.603066 3.405004 0.0983 0.0609 -0.0959 -0.0108
C -1.835184 4.901352 4.237516 -0.0667 -0.1336 0.0233 0.0118
C -2.051729 3.537435 4.066381 -0.0062 0.1244 0.0305 -0.0090
C -1.375636 2.912461 3.036706 0.0430 -0.1074 -0.1313 0.0034
C -1.350346 1.516246 2.584297 -0.0089 -0.0467 -0.0386 -0.0146
N -0.520472 1.424923 1.491682 -0.0356 0.1363 0.2216 -0.0195
C 0.020941 2.645691 1.230761 -0.1121 -0.1326 0.0553 0.0447
N 0.853164 2.974007 0.260025 0.3358 -0.1297 0.1958 -0.0224
C 1.453820 2.101144 -0.526810 0.0758 -0.1776 0.1160 0.0784
C 2.339495 2.467350 -1.637342 0.1225 -0.0285 0.0471 0.0332
C 2.713672 3.691462 -2.162020 -0.0418 -0.0336 -0.0205 0.0003
C 3.592086 3.683752 -3.238495 -0.0339 0.0223 0.0111 0.0255
C 4.088528 2.488913 -3.760836 0.0257 -0.0398 -0.0212 -0.0104
C 3.722573 1.261698 -3.223383 -0.0015 0.0086 -0.0290 0.0491
C 2.835789 1.272096 -2.162124 -0.0650 -0.0038 0.0637 0.0202
C 2.265389 0.192260 -1.349925 0.2297 -0.2442 -0.2732 0.1163
N 2.594723 -1.075566 -1.474001 0.0155 0.2446 0.0562 -0.0735
C 2.088973 -2.038660 -0.710178 0.0993 -0.3153 -0.2499 0.1467
N 1.045445 -1.955704 0.139585 -0.0215 -0.2552 0.6234 -0.0942
C 0.847911 -3.167380 0.755789 0.3991 0.2637 -0.6124 0.1327
N -0.063494 -3.485674 1.640360 -0.6794 0.1802 0.3722 -0.0607
C -0.896654 -2.625213 2.209258 0.3156 -0.9115 -0.0234 0.0827
N -0.834362 -1.274673 2.158508 -0.5891 1.0374 -0.5349 -0.0370
C -1.829723 -0.738205 2.906434 0.2301 0.0013 0.0028 0.0240
N -2.031281 0.550787 3.158279 0.1192 -0.0033 -0.1274 -0.0015
C -2.607779 -1.825498 3.505545 0.2190 0.0153 0.0721 0.0150
C -3.693745 -1.832126 4.360489 -0.0703 -0.0541 0.0001 -0.0219
C -4.179987 -3.070134 4.765596 0.0065 0.1158 -0.0245 0.0360
C -3.586182 -4.255849 4.335338 0.0746 -0.1155 -0.0421 -0.0253
C -2.486853 -4.245643 3.484648 -0.0903 -0.0595 0.0305 0.0483
C -2.012670 -3.013890 3.074781 0.0963 0.0825 -0.0377 0.0268
C 1.848167 -4.113487 0.239139 -0.0855 0.0972 -0.0020 0.0461
C 2.093800 -5.441839 0.518837 0.0062 -0.0391 -0.0464 0.0245
C 3.148855 -6.051398 -0.154814 -0.0477 -0.0128 0.0404 0.0181
C 3.923893 -5.346856 -1.072181 0.0454 0.0536 -0.0480 0.0043
C 3.669549 -4.006956 -1.352515 0.0113 -0.0811 -0.0325 0.0388
C 2.619246 -3.410435 -0.685573 -0.0536 0.1629 0.0347 0.0482
N 1.422022 0.747163 -0.428795 -0.7158 0.3311 -0.0510 -0.0432
C -0.510117 3.616333 2.198998 0.0082 -0.1334 -0.0248 -0.0010
C -0.286836 4.968154 2.369954 -0.0368 0.0842 0.0452 0.0160
H -0.818427 6.662519 3.569691 -0.0017 -0.0017 -0.0068 -0.0005
H -2.349463 5.428540 5.030474 0.0047 -0.0002 0.0019 0.0005
H -2.723702 2.983100 4.707513 0.0099 -0.0049 0.0032 -0.0004
H 2.330182 4.614932 -1.748845 0.0088 0.0010 0.0124 0.0019
H 3.900253 4.621604 -3.682298 0.0046 -0.0031 0.0030 0.0013
H 4.772549 2.523264 -4.598687 -0.0072 -0.0035 -0.0008 -0.0001
H 4.104381 0.329523 -3.617487 0.0025 0.0041 -0.0032 0.0024
H -4.147186 -0.907567 4.691663 0.0089 -0.0020 0.0025 0.0000
H -5.035721 -3.117860 5.426415 0.0037 0.0020 0.0061 0.0018
H -3.990856 -5.201002 4.673482 0.0014 0.0013 -0.0092 -0.0008
H -2.020463 -5.160894 3.145714 -0.0007 -0.0022 0.0101 0.0029
H 1.481529 -5.983958 1.226864 0.0152 0.0081 0.0155 0.0020
H 3.372576 -7.093061 0.035635 0.0009 0.0039 0.0017 0.0015
H 4.738694 -5.852549 -1.573746 -0.0086 0.0031 -0.0091 0.0009
H 4.261386 -3.452002 -2.067762 0.0118 -0.0020 0.0043 0.0026
H 0.390217 5.505840 1.719811 0.0060 0.0120 0.0019 0.0006
C -1.514430 3.680726 -1.124783 -0.3141 0.1596 -0.1944 -0.0003
C -1.301869 2.500070 -2.028154 -0.0293 0.0715 -0.0388 0.0013
C -1.083457 2.712552 -3.412638 0.0055 -0.0518 -0.0426 0.0030
C -0.939427 1.639986 -4.235870 0.0218 0.0712 0.0325 -0.0013
C -1.021458 0.331465 -3.703965 0.0316 -0.0253 -0.0209 -0.0011
C -0.948725 -0.844792 -4.488063 -0.0518 -0.0758 0.0527 0.0012
Br -0.660658 -0.745049 -6.361931 0.0038 -0.0035 0.0212 0.0003
C -1.111161 -2.069701 -3.914686 0.0538 0.1033 -0.1152 -0.0002
C -1.298016 -2.176751 -2.529120 -0.1050 0.0125 0.3060 -0.0011
Br -1.556680 -3.916396 -1.828163 0.1007 0.0545 0.1199 0.0009
C -1.325863 -1.084453 -1.670221 0.1683 -0.0343 -0.4764 -0.0095
O -1.458664 -1.211207 -0.372736 0.4743 0.8518 0.1936 0.0050
C -1.217229 0.211722 -2.308943 -0.0273 0.0177 0.0353 0.0134
N -1.341722 1.301756 -1.506132 -0.1853 -0.0006 -0.0956 0.0022
H -2.287245 4.332990 -1.536535 -0.0437 -0.0229 -0.0292 0.0002
H -0.602293 4.272650 -1.021954 -0.1155 -0.0352 -0.0368 0.0004
H -1.829704 3.344301 -0.139126 -0.0653 0.0720 -0.1242 -0.0004
H -1.054399 3.722414 -3.801977 0.0319 0.0004 0.0089 0.0007
H -0.780972 1.770687 -5.297548 0.0014 -0.0019 -0.0004 -0.0002
H -1.080178 -2.967076 -4.515928 -0.0090 -0.0027 0.0103 -0.0001
```
Positions in Å, forces in eV/Å.

Energy above the lowest of the compared OMol25 structures with the same formula, charge and spin in eV: 0.5020
Frontier orbital gap (alpha / beta) in eV: 5.2556 / 4.0197
E_HOMO (alpha / beta) in eV: -6.821 / -6.682
Total energy in eV: -202039.6957
Multiplicity: 2
E_LUMO (alpha / beta) in hartree: -0.0575 / -0.0978
Molecular weight in g/mol: 929.6